1.
Molecular formula: CH2N2O2S
Method: DFT, ωB97M-V/def2-TZVPD

As for the energy relative to the best compared isomer or geometry (same formula, charge and spin): 122.4 kcal per mole. The total energy is -697.35597 Ha. For the largest force on an atom, the calculation gives 5.3 eV/Å. The calculation puts the HOMO energy (spin up / spin down) at -9.0955 / -8.5129 eV. As for the gap between HOMO and LUMO (spin up / spin down): 9.161 / 7.497 eV. The LUMO energy (spin up / spin down) comes out at 0.07 / -1.02 eV.

The geometry in ORCA input format:
```
! RIJCOSX wB97M-V def2-TZVPD def2/J DEFGRID3
* xyz 0 1
C 0.14959 0.88323 -0.22112
N -0.80710 0.44802 -1.20410
N -1.49861 -0.47298 -1.17661
O 0.79398 -2.43365 1.04032
O 0.44040 0.19079 0.94562
S -0.09253 -1.34999 1.42411
H 1.09889 0.93910 -0.95207
H -0.08462 1.79548 0.14387
*
```

=====

2.
Molecular formula: C31H32BF4N7OS2Ti
Method: DFT, ωB97M-V/def2-TZVPD

As for the energy relative to the best compared isomer or geometry (same formula, charge and spin): 31.8 kcal per mole. The total energy is -3729.64269 Ha. For the largest force on an atom, the calculation gives 3.0 eV/Å. The calculation puts the HOMO energy (spin up / spin down) at -3.3226 / -4.1264 eV. As for the gap between HOMO and LUMO (spin up / spin down): 5.343 / 6.145 eV. The LUMO energy (spin up / spin down) comes out at 2.02 / 2.02 eV. Its expectation value of S² is 0.76.

The geometry in ORCA input format:
```
! RIJCOSX wB97M-V def2-TZVPD def2/J DEFGRID3
* xyz -1 2
Ti 1.64805 -1.03628 0.53058
S 0.14641 -3.06048 3.25130
C 1.01312 -3.69236 1.98186
N 1.57967 -3.08705 0.92951
C 2.35874 -3.96471 0.17120
C 3.14221 -3.63685 -0.93710
C 3.87736 -4.62112 -1.57446
C 3.84030 -5.94416 -1.14586
C 3.06354 -6.29300 -0.05358
C 2.34368 -5.30315 0.59674
S 1.34329 -5.44914 2.00555
H 3.15044 -2.61796 -1.28533
H 4.49036 -4.35071 -2.42603
H 4.42097 -6.70098 -1.65909
H 3.01633 -7.31808 0.29319
C -1.06328 -0.71693 -2.51765
C 0.24730 -0.47493 -3.21084
C 0.28550 -0.06293 -4.52954
C 1.49069 0.17911 -5.18123
C 2.66628 0.02025 -4.46103
C 2.67494 -0.38298 -3.13277
C 4.00180 -0.50616 -2.42334
C 1.44734 -0.67724 -2.45814
N 1.39798 -1.10136 -1.18689
H -1.90290 -0.47412 -3.17149
H -1.12783 -0.11600 -1.60704
H -1.14329 -1.76408 -2.21265
H -0.64822 0.07862 -5.06689
H 1.51299 0.47872 -6.22171
H 3.61850 0.22711 -4.94253
H 4.67433 0.29675 -2.73605
H 4.49223 -1.45257 -2.66739
H 3.88005 -0.45579 -1.34473
F 2.40017 -0.72491 2.59206
B 3.70957 -1.27503 2.35087
F 3.81339 -1.14075 0.89866
F 4.67573 -0.52826 2.97468
F 3.76097 -2.60634 2.67364
C 0.24582 3.84684 -0.46690
N 1.22074 2.95121 -1.06981
C 1.23856 2.90463 -2.53002
C 1.66233 1.93413 -0.36570
N 2.08379 1.06063 0.26721
H 0.40453 4.85222 -0.85764
H 0.37120 3.85842 0.61401
H -0.77594 3.53233 -0.70382
H 1.47827 3.89810 -2.91280
H 0.26769 2.59124 -2.92372
H 1.98001 2.18882 -2.87318
C -7.06083 2.13161 0.83111
C -5.66879 2.46435 1.30076
C -5.35629 2.49800 2.65554
C -4.06973 2.77421 3.08682
C -3.05635 3.02155 2.16592
N -1.72982 3.30051 2.57750
C -1.06528 2.80457 3.69661
O -0.32317 3.52469 4.33731
N -1.23599 1.46495 3.98701
C -1.32268 0.47433 2.94232
C -2.44060 -0.32644 2.77163
C -2.42608 -1.20811 1.69673
C -1.30805 -1.31604 0.90835
N -0.19684 -0.57711 1.09127
C -0.25491 0.33802 2.07842
C -3.37255 3.04945 0.81284
C -4.66185 2.76563 0.39158
H -7.57935 1.50876 1.55923
H -7.03036 1.59757 -0.11841
H -7.64848 3.04138 0.68697
H -6.12934 2.29711 3.38878
H -3.83922 2.79154 4.14315
H -1.36151 4.18563 2.27276
H -0.65746 1.18483 4.76601
H -3.27465 -0.28261 3.45305
H -3.27581 -1.85258 1.51928
H -1.24809 -2.03849 0.10628
H 0.60728 0.98061 2.20084
H -2.60255 3.27549 0.08513
H -4.88632 2.76387 -0.66892
*
```

=====

3.
Molecular formula: C5H13NO
Method: DFT, ωB97M-V/def2-TZVPD

As for the energy relative to the best compared isomer or geometry (same formula, charge and spin): 58.9 kcal per mole. The total energy is -328.22495 Ha. For the largest force on an atom, the calculation gives 4.7 eV/Å. The calculation puts the HOMO energy at -9.1421 eV. As for the gap between HOMO and LUMO: 9.985 eV. The LUMO energy comes out at 0.84 eV. The SMILES is CN1CCCC1.O.

The geometry in ORCA input format:
```
! RIJCOSX wB97M-V def2-TZVPD def2/J DEFGRID3
* xyz 0 1
C -1.06254 -1.74264 -0.53666
N 0.16309 -1.16859 -0.15777
C 0.39169 0.15239 -1.05560
C 1.39137 0.96626 -0.14383
C 1.56325 0.00772 1.11478
C 0.15138 -0.51283 1.20649
H -0.92260 -1.86225 -1.68696
H -2.01973 -1.16567 -0.38362
H -1.16850 -2.69192 -0.10152
H -0.52084 0.72500 -1.24073
H 0.83726 -0.15048 -1.97989
H 1.12820 1.92016 0.17579
H 2.23740 1.09405 -0.78572
H 2.28696 -0.87480 0.95542
H 2.07490 0.66116 1.90239
H -0.09961 -1.36447 1.87376
H -0.50136 0.39738 1.26121
O -2.24052 1.80585 0.20108
H -1.40330 1.33988 -0.02821
H -2.28649 2.46380 -0.59043
*
```

=====

4.
Molecular formula: C5H10O
Method: DFT, ωB97M-V/def2-TZVPD

As for the energy relative to the best compared isomer or geometry (same formula, charge and spin): 39.7 kcal per mole. The total energy is -271.68938 Ha. For the largest force on an atom, the calculation gives 1.4 eV/Å. The calculation puts the HOMO energy at -9.1033 eV. As for the gap between HOMO and LUMO: 9.951 eV. The LUMO energy comes out at 0.85 eV. The SMILES is C=C/C=C/C.O.

The geometry in ORCA input format:
```
! RIJCOSX wB97M-V def2-TZVPD def2/J DEFGRID3
* xyz 0 1
C -0.75859 -0.55884 1.51503
C 0.48516 -0.72706 1.09965
C 1.00806 -1.50013 -0.03844
C 0.51789 -1.36415 -1.26251
C 0.94690 -2.01198 -2.52591
H -1.02062 0.14792 2.30015
H -1.65394 -1.04974 1.17257
H 1.22755 -0.12134 1.59258
H 1.70966 -2.27469 0.19748
H -0.26435 -0.63813 -1.42456
H 1.89836 -2.55430 -2.55534
H 0.93342 -1.37356 -3.40683
H 0.22408 -2.78472 -2.78506
O -1.40812 5.69134 1.88059
H -1.91870 4.88011 1.75508
H -1.92675 6.23926 2.48555
*
```

=====

5.
Molecular formula: C5H5NS2
Method: DFT, ωB97M-V/def2-TZVPD

As for the energy relative to the best compared isomer or geometry (same formula, charge and spin): 18.7 kcal per mole. The total energy is -1044.54547 Ha. For the largest force on an atom, the calculation gives 4.3 eV/Å. The calculation puts the HOMO energy at 1.6973 eV. As for the gap between HOMO and LUMO: 4.334 eV. The LUMO energy comes out at 6.03 eV. The SMILES is Cn1ccc([S-])c1[S-].

The geometry in ORCA input format:
```
! RIJCOSX wB97M-V def2-TZVPD def2/J DEFGRID3
* xyz -2 1
C -1.38192 -1.19114 0.21886
N -0.34071 -0.21646 -0.16400
C -0.55040 1.12366 -0.13890
C 0.67545 1.70211 -0.10639
C 1.61744 0.70711 0.03596
S 3.25639 1.12905 -0.06109
C 0.96617 -0.50605 -0.03890
S 1.37356 -2.54028 0.15972
H -0.90146 -2.15764 0.16631
H -1.88352 -1.07322 1.15198
H -2.14701 -1.32571 -0.50477
H -1.53240 1.65252 -0.47305
H 0.84843 2.69607 -0.24572
*
```

=====

6.
Molecular formula: C33H37BrN6O10P
Method: DFT, ωB97M-V/def2-TZVPD

The total energy is -5275.53853 Ha. For the largest force on an atom, the calculation gives 1.9 eV/Å. The calculation puts the HOMO energy at -4.1519 eV. As for the gap between HOMO and LUMO: 4.519 eV. The LUMO energy comes out at 0.37 eV.

The geometry in ORCA input format:
```
! RIJCOSX wB97M-V def2-TZVPD def2/J DEFGRID3
* xyz -1 1
C -1.02298 0.23186 -1.08646
P -2.24259 0.97738 -2.35429
Br -0.80297 -0.08838 -4.19685
C -3.41580 -0.52536 -2.33607
C -4.86871 -0.13507 -2.50293
N -5.38894 0.62823 -1.36466
H -1.27581 0.64633 -0.11654
H -0.02141 0.52794 -1.38491
H -1.05210 -0.85416 -1.06694
H -3.05655 1.54078 -3.43059
H -1.35288 2.11652 -2.49249
H -2.98806 1.67392 -1.34567
H -3.33296 -1.05359 -1.38685
H -3.13713 -1.20124 -3.14096
H -5.01196 0.38856 -3.45099
H -5.44495 -1.06115 -2.54085
H -6.27213 0.27074 -1.04378
H -5.45186 1.61613 -1.53910
C 4.84780 -0.60756 0.96098
C 3.76820 -0.42311 0.10718
C 2.61944 0.19918 0.56435
C 2.58992 0.62338 1.87857
C 3.64601 0.44654 2.74881
C 4.78827 -0.17761 2.28083
N 1.36918 1.29902 2.35880
O 0.46839 1.42492 1.56919
O 1.34827 1.68409 3.51881
H 5.74374 -1.09188 0.59493
H 3.81640 -0.76239 -0.91798
H 1.76440 0.34923 -0.07969
H 3.58055 0.78774 3.76954
H 5.63014 -0.32772 2.93830
C -7.57701 -1.77671 -7.36910
C -8.52165 -2.58470 -6.75013
C -8.86584 -2.36335 -5.42789
C -8.25437 -1.32555 -4.75471
C -7.31016 -0.51090 -5.34511
C -6.97058 -0.74528 -6.66680
N -8.61615 -1.07472 -3.34532
O -9.41149 -1.82980 -2.82090
O -8.08399 -0.13465 -2.80041
H -7.30986 -1.95448 -8.40203
H -8.99004 -3.39117 -7.29698
H -9.59315 -2.98265 -4.92631
H -6.84429 0.28075 -4.77917
H -6.22769 -0.12232 -7.14417
C 0.90648 -1.65674 -6.89658
C 1.72267 -2.77845 -6.82495
C 1.87682 -3.60683 -7.92337
C 1.20353 -3.28991 -9.08757
C 0.38020 -2.18382 -9.18501
C 0.23492 -1.36738 -8.07695
N 1.37462 -4.15477 -10.26420
O 2.08706 -5.13414 -10.15520
O 0.79743 -3.84658 -11.28897
H 0.78123 -1.00671 -6.03793
H 2.24013 -3.00808 -5.90390
H 2.50640 -4.48210 -7.88120
H -0.13481 -1.97013 -10.10878
H -0.40744 -0.49923 -8.12480
C 8.53052 -0.89262 9.03681
C 8.11449 -2.06915 8.42932
C 7.25079 -2.02552 7.34837
C 6.82365 -0.79354 6.89728
C 7.21886 0.39023 7.48584
C 8.08109 0.33364 8.56748
N 5.91332 -0.73994 5.73564
O 5.55989 -1.79071 5.24700
O 5.57490 0.35726 5.34102
H 9.20768 -0.93157 9.87914
H 8.46331 -3.02403 8.79632
H 6.91447 -2.92875 6.86335
H 6.85869 1.33349 7.10564
H 8.40262 1.24951 9.04276
C 0.20414 3.04553 6.14846
C 0.96116 4.18131 5.89907
C 1.03580 5.19099 6.84331
C 0.34462 5.03802 8.02930
C -0.42129 3.92136 8.29998
C -0.48810 2.92033 7.34600
N 0.43430 6.09992 9.04676
O 1.09756 7.08254 8.78466
O -0.15706 5.93303 10.09464
H 0.15832 2.26451 5.40455
H 1.49467 4.27396 4.96369
H 1.61936 6.08082 6.66528
H -0.95083 3.83937 9.23633
H -1.08086 2.03713 7.53874
*
```